DFT (ωB97M-V/def2-TZVPD) results for C4H6OS as an isolated structure in a non-equilibrium geometry.

Last column: natural (NBO) charge in e.
Geometry (Å):
S -3.03880 0.01975 0.49404  1.116
O -3.82859 0.14189 -0.72544  -0.918
C -0.51650 0.32235 -0.01809  -0.046
C 0.98069 0.20972 -0.07807  -0.655
C -1.10061 1.42294 0.30877  -0.222
C -1.46506 -0.85848 -0.04917  -0.623
H 1.40332 -0.09132 0.82322  0.227
H 1.45051 1.14850 -0.20197  0.229
H -0.92094 -1.69138 0.50736  0.222
H -1.53276 -1.01678 -1.07538  0.240
H -1.04177 2.46078 0.14848  0.211
H 1.36716 -0.67311 -0.72193  0.217

Calculated values
Net charge: 0
Electronic energy, eV: -17123.5732
Orbital gap (alpha / beta), eV: 8.051 / 8.068
Lowest unoccupied orbital energy (alpha / beta), eV: -0.1700 / -0.1568
HOMO energy (alpha / beta), eV: -8.221 / -8.225
Energy above the lowest of the compared OMol25 structures with the same formula, charge and spin, kJ/mol: 439.7

***

DFT (ωB97M-V/def2-TZVPD) results for one molecule with the formula C10H12O in a non-equilibrium geometry.

Last column: natural (NBO) charge in e.
Geometry (Å):
O 2.89560 0.69986 0.83811  -0.665
C -1.67599 -1.63603 0.46666  -0.406
C -1.15189 -0.95199 1.75185  -0.391
C 1.99418 1.58271 -1.14812  -0.313
C 0.66861 0.00422 0.07213  -0.114
C 1.89189 0.78011 -0.08281  0.334
C -1.73066 -0.48561 -0.57671  -0.426
C 0.33705 -0.65057 1.42579  -0.433
C -0.39341 0.29098 -0.75554  0.017
C 0.96893 1.82436 -2.09812  -0.167
C -0.30240 1.29381 -1.82243  -0.254
H -1.57844 -0.01658 2.00878  0.210
H -2.59766 0.22028 -0.36024  0.213
H -1.05589 -2.48343 0.10206  0.211
H 1.30048 2.28001 -3.12054  0.224
H 2.92207 2.04582 -1.22389  0.215
H 0.68455 -0.00733 2.25962  0.211
H 2.68927 -0.13355 1.41485  0.487
H -2.01028 -0.83783 -1.54827  0.217
H 0.98123 -1.55647 1.66708  0.195
H -1.08998 -1.64584 2.64274  0.210
H -1.05038 1.41215 -2.59280  0.213
H -2.69687 -2.02908 0.67979  0.212

Calculated values
Net charge: 0
Electronic energy, eV: -12611.1524
Orbital gap, eV: 9.203
SMILES: Oc1cccc2c1CCCC2
Lowest unoccupied orbital energy, eV: 0.8024
HOMO energy, eV: -8.400
Energy above the lowest of the compared OMol25 structures with the same formula, charge and spin, kJ/mol: 89.1

***

DFT (ωB97M-V/def2-TZVPD) results for C21H27AgCl2N2O2Sb as an isolated structure in a non-equilibrium geometry.

Last column: natural (NBO) charge in e.
Geometry (Å):
Sb 0.47392 -1.71178 1.53151  0.880
Ag -1.02420 -0.03072 -0.16019  0.828
Cl 2.43128 -3.36826 -1.33358  -0.057
Cl 3.10806 -0.39485 -1.21677  -0.064
O -0.53835 -0.45279 -2.28892  -0.835
O -1.00287 1.64552 1.28722  -0.860
N -0.59838 1.80682 -2.79910  -0.462
N -1.08945 1.96313 -1.56233  -0.335
C 0.25394 -0.54241 -7.15629  -0.230
C -1.31539 3.19085 -1.12488  0.056
C -3.62331 4.87211 1.33818  -0.313
C -0.71465 -1.82495 4.57721  -0.621
C -0.08426 -1.19707 -4.86944  -0.202
C -0.13087 0.16675 -4.50191  -0.121
C 2.33003 -1.79819 -2.13728  -0.388
C -2.38707 3.16946 2.49038  -0.308
C 0.30137 0.77908 -6.76873  -0.230
C 0.09909 -1.53760 -6.16663  -0.219
C -0.44112 0.47380 -3.15678  0.552
C -1.69436 2.73379 1.27902  0.421
C 0.79583 -3.74658 2.45779  -0.690
C 2.13116 -3.75540 3.06034  -0.630
C -3.27987 4.19192 2.52947  -0.213
C 2.39228 -0.38309 3.78128  -0.637
C 0.09559 1.16666 -5.44286  -0.162
C -0.79320 -1.07108 3.23717  -0.732
C -2.05602 3.46249 0.04954  -0.224
C -2.94972 4.56503 0.19523  -0.175
C 2.34658 -0.58669 2.27771  -0.685
H 0.23610 -0.83640 -8.23818  0.204
H 2.23980 -3.14293 3.99880  0.197
H -4.27114 5.74625 1.36456  0.191
H 1.49847 0.05199 4.21414  0.217
H -1.12012 -2.83221 4.40973  0.192
H 0.02106 2.28540 -5.21322  0.251
H 0.33299 -2.01731 5.00400  0.191
H 2.11439 0.34975 1.69351  0.236
H -1.28062 -1.28598 5.32803  0.206
H 0.37838 1.53702 -7.50179  0.200
H -1.80590 -1.28194 2.90044  0.212
H 2.90932 -1.95145 -3.05934  0.220
H -2.12890 2.59880 3.38584  0.195
H 0.79302 -4.23628 1.47107  0.212
H 2.41032 -4.73656 3.39047  0.196
H -3.69710 4.56999 3.44235  0.191
H 1.22350 -1.63823 -2.25940  0.287
H 3.27351 0.22433 4.12496  0.202
H -3.04092 5.18394 -0.64884  0.188
H 0.00784 -4.05321 3.10501  0.212
H -0.16622 -1.92189 -4.05200  0.235
H 2.90341 -3.31883 2.40850  0.210
H -0.95869 4.03464 -1.74478  0.153
H 2.42733 -1.38066 4.28322  0.194
H 3.19838 -1.11318 1.79655  0.216
H -0.62419 0.00663 3.33096  0.243
H 0.08999 -2.62766 -6.34093  0.203

Calculated values
Net charge: -1
Electronic energy, eV: -64870.3144
Orbital gap, eV: 6.036
Lowest unoccupied orbital energy, eV: 2.5655
HOMO energy, eV: -3.471
Energy above the lowest of the compared OMol25 structures with the same formula, charge and spin, kJ/mol: 192.5

***

DFT (ωB97M-V/def2-TZVPD) results for a 2-piece molecular cluster, C3H9N3O overall in a non-equilibrium geometry.

Last column: natural (NBO) charge in e.
Geometry (Å):
O -2.47641 0.32821 0.61882  -0.592
N 0.15931 -0.23388 -1.73595  -0.818
N -1.64578 0.29504 -0.34565  -0.074
N 0.41515 1.85563 0.91044  -1.115
C -0.47080 -0.21623 -0.52590  0.359
C 1.00836 -2.09729 0.30523  -0.375
C 0.19597 -1.04359 0.49994  -0.195
H -0.08552 -0.75927 1.47966  0.216
H 0.51971 1.49040 1.87567  0.369
H -1.76656 0.96694 -1.21091  0.298
H 0.10895 0.52092 -2.36937  0.392
H 1.04459 2.58854 0.64206  0.377
H -0.58765 2.05889 1.02780  0.383
H 0.94566 -0.83932 -1.72488  0.395
H 1.17239 -2.38321 -0.61385  0.169
H 1.46263 -2.53176 1.16690  0.212

Calculated values
Net charge: 0
Electronic energy, eV: -9770.9511
Orbital gap (alpha / beta), eV: 8.207 / 8.209
SMILES: C=C/C(N)=[NH+]\[O-].N
Lowest unoccupied orbital energy (alpha / beta), eV: 0.7533 / 0.7532
HOMO energy (alpha / beta), eV: -7.454 / -7.456
Energy above the lowest of the compared OMol25 structures with the same formula, charge and spin, kJ/mol: 442.7